(1)
Entry from the Open Molecules 2025 dataset: a molecular structure, C34H35F2N5O5SiTl (wB97M-V/def2-TZVPD).

Its calculated total energy is -2628.332514 Eh. The calculation puts the HOMO-LUMO gap at 2.3 eV. For the LUMO energy, the calculation gives -0.707 eV. As for the net charge: -1. The value obtained for the energy above the lowest of the compared OMol25 structures with the same formula, charge and spin is 0.0 kcal/mol.

Atoms and positions in Å:
Tl1 0.32 -0.05 2.34
Si1 -0.35 -0.33 5.82
F1 3.08 -0.38 3.00
F2 1.61 1.96 -3.60
O1 1.36 -1.43 0.04
O2 -0.95 -2.53 1.72
O3 0.12 4.67 3.81
O4 -2.06 1.74 1.08
O5 -1.22 -4.59 0.82
N1 1.03 -0.41 4.85
N2 0.42 0.78 -5.87
N3 -0.65 2.90 2.51
N4 -0.98 -2.85 -2.93
N5 1.82 -0.52 -7.98
C1 0.43 -1.11 -2.08
C2 0.40 0.16 -4.59
C3 -1.88 -0.41 4.72
C4 -0.49 1.25 6.82
C5 -0.52 -1.77 7.03
C6 0.49 -1.04 -7.50
C7 -1.56 -3.55 -4.03
C8 2.76 -0.25 6.60
C9 0.51 -1.79 -0.75
C10 -0.71 4.13 3.10
C11 2.31 -0.32 5.26
C12 2.57 0.21 -6.89
C13 -2.57 6.03 3.06
C14 4.10 -0.17 6.96
C15 -2.69 3.92 1.91
C16 -2.02 4.80 2.73
C17 4.72 -0.24 4.66
C18 -3.82 6.34 2.53
C19 -3.92 4.21 1.38
C20 -0.29 0.14 -6.94
C21 1.68 1.32 -6.35
C22 -0.64 -4.22 -5.02
C23 -1.44 -5.04 -4.05
C24 1.03 0.73 -3.48
C25 -0.28 -1.68 -3.14
C26 3.39 -0.31 4.33
C27 -4.49 5.45 1.70
C28 -0.90 -3.39 0.83
C29 -1.77 2.71 1.77
C30 -0.48 -2.84 -0.55
C31 -1.11 -3.33 -1.63
C32 -0.26 -1.05 -4.40
C33 5.11 -0.17 6.00
C34 1.06 0.10 -2.26
H1 -2.04 0.53 4.19
H2 0.70 -1.76 -6.71
H3 -1.42 -1.67 7.64
H4 6.15 -0.12 6.27
H5 0.34 -1.84 7.71
H6 -5.47 5.71 1.31
H7 -1.49 1.35 7.26
H8 -4.28 7.29 2.77
H9 -1.27 -0.20 -6.62
H10 2.01 -0.24 7.38
H11 -2.77 -0.61 5.33
H12 0.42 -4.13 -4.83
H13 -1.80 -1.22 3.98
H14 -0.46 0.88 -7.74
H15 -2.03 6.71 3.71
H16 5.45 -0.24 3.86
H17 -1.80 -4.15 -1.51
H18 2.80 -0.52 -6.12
H19 2.22 1.83 -5.55
H20 1.48 2.06 -7.13
H21 -0.77 -1.55 -5.21
H22 2.39 -1.28 -8.36
H23 3.50 0.59 -7.32
H24 0.24 1.31 7.62
H25 -0.33 2.11 6.16
H26 1.65 0.14 -8.75
H27 -0.91 -5.50 -3.23
H28 -2.29 -5.60 -4.42
H29 -2.48 -3.13 -4.42
H30 -0.58 -2.71 6.48
H31 1.57 0.56 -1.42
H32 4.36 -0.11 8.01
H33 0.00 -1.54 -8.33
H34 -4.43 3.50 0.74
H35 -0.93 -4.23 -6.07

=====

(2)
Entry from the Open Molecules 2025 dataset: a molecular structure, C16H31ClF2N2O10S2Ti (wB97M-V/def2-TZVPD).

Its calculated total energy is -3795.999010 Eh. The calculation puts the HOMO-LUMO gap (alpha / beta) at 3.0 / 8.0 eV. For the LUMO energy (alpha / beta), the calculation gives 2.132 / 2.101 eV. As for the net charge: -1. Its expectation value of S² is 3.759. Its spin multiplicity is 4.

Atoms and positions in Å:
Ti1 23.06 -29.21 0.18
Cl1 20.56 -30.46 0.24
S1 22.12 -29.84 -3.33
S2 22.45 -32.09 -4.21
F1 21.82 -33.57 -4.22
F2 20.79 -29.08 -2.94
O1 22.49 -31.84 -5.63
O2 25.19 -29.88 -0.06
O3 23.28 -27.23 4.61
O4 23.04 -27.10 -0.53
O5 22.50 -29.21 -4.54
O6 21.55 -25.44 -1.05
O7 23.01 -29.70 -2.22
O8 23.69 -32.26 -3.52
O9 23.15 -27.65 2.40
O10 26.97 -28.53 0.01
N1 23.67 -30.66 2.29
N2 21.33 -31.31 -3.40
C1 24.41 -28.10 4.82
C2 22.72 -30.90 2.90
C3 23.68 -24.83 -0.15
C4 20.01 -26.83 0.29
C5 26.38 -29.70 -0.23
C6 21.32 -32.67 3.95
C7 26.14 -27.44 0.42
C8 21.53 -31.17 3.68
C9 20.42 -26.32 -1.09
C10 21.96 -25.79 3.29
C11 27.31 -30.80 -0.63
C12 25.70 -27.44 4.39
C13 20.42 -33.06 5.11
C14 22.74 -25.91 -0.65
C15 22.87 -26.97 3.36
C16 27.05 -26.29 0.81
H1 24.55 -24.79 -0.81
H2 20.67 -27.65 0.60
H3 26.54 -28.13 4.54
H4 26.56 -25.52 1.41
H5 23.23 -23.85 -0.07
H6 20.69 -30.62 3.25
H7 28.24 -30.41 -1.02
H8 20.76 -27.18 -1.67
H9 21.00 -25.96 3.78
H10 24.21 -29.03 4.28
H11 24.00 -25.23 0.82
H12 24.36 -28.35 5.88
H13 25.82 -26.60 5.08
H14 27.44 -31.48 0.21
H15 19.42 -32.72 4.86
H16 27.55 -25.84 -0.05
H17 26.76 -31.36 -1.38
H18 22.31 -33.14 3.91
H19 21.69 -25.61 2.25
H20 20.42 -34.15 5.17
H21 25.48 -27.18 -0.41
H22 20.75 -32.68 6.07
H23 25.56 -27.71 1.30
H24 19.55 -25.86 -1.56
H25 19.08 -27.39 0.15
H26 19.92 -25.99 0.98
H27 27.80 -26.68 1.50
H28 21.72 -30.72 4.67
H29 20.85 -33.07 3.04
H30 22.37 -24.89 3.73
H31 25.76 -27.18 3.34

=====

(3)
Entry from the Open Molecules 2025 dataset: 2 unconnected molecules or ions with the total composition CF3NO (wB97M-V/def2-TZVPD).

Its calculated total energy is -467.465106 Eh. The calculation puts the HOMO-LUMO gap (alpha / beta) at 8.8 / 10.3 eV. For the LUMO energy (alpha / beta), the calculation gives -1.196 / -1.207 eV. As for the net charge: 0. The value obtained for the energy above the lowest of the compared OMol25 structures with the same formula, charge and spin is 59.3 kcal/mol.

Atoms and positions in Å:
F1 0.93 -0.08 -1.67
F2 -0.20 0.20 2.34
F3 0.53 1.48 0.70
O1 -0.52 -1.77 -1.39
N1 -0.60 0.86 1.24
C1 -0.13 -0.69 -1.22

=====

(4)
Entry from the Open Molecules 2025 dataset: a molecular structure, C3H5N3O (wB97M-V/def2-TZVPD).

Its calculated total energy is -356.667800 Eh. The calculation puts the HOMO-LUMO gap at 8.9 eV. For the LUMO energy, the calculation gives -0.256 eV. As for the net charge: 0. The value obtained for the energy above the lowest of the compared OMol25 structures with the same formula, charge and spin is 119.0 kcal/mol.

Atoms and positions in Å:
O1 1.43 1.55 -1.19
N1 -0.50 -0.12 1.46
N2 -0.33 -0.58 -0.76
N3 -1.18 -1.57 -0.56
C1 -1.29 -0.93 1.86
C2 1.19 1.15 0.13
C3 0.09 0.13 0.23
H1 -1.65 -1.76 -1.46
H2 2.10 0.74 0.61
H3 1.24 0.79 -1.76
H4 0.91 2.04 0.71
H5 -2.02 -1.44 0.73

=====

(5)
Entry from the Open Molecules 2025 dataset: a gas-phase ion, C5H11O (charge -1) (wB97M-V/def2-TZVPD).

Its calculated total energy is -272.322396 Eh. The calculation puts the HOMO-LUMO gap at 6.1 eV. For the LUMO energy, the calculation gives 3.965 eV. As for the net charge: -1. As for the structure (SMILES): CCCCC[O-]. The value obtained for the energy above the lowest of the compared OMol25 structures with the same formula, charge and spin is 3.0 kcal/mol.

Atoms and positions in Å:
O1 2.12 2.46 0.39
C1 -1.84 -0.12 -0.74
C2 1.18 0.28 -0.11
C3 1.37 1.47 0.87
C4 -0.84 -1.25 -0.52
C5 0.30 -0.85 0.43
H1 -2.78 -0.28 -0.20
H2 -0.15 -0.54 1.39
H3 -1.34 -2.13 -0.10
H4 0.31 1.78 1.14
H5 2.18 -0.09 -0.36
H6 0.89 -1.74 0.66
H7 0.77 0.70 -1.03
H8 -1.43 0.83 -0.39
H9 -0.39 -1.56 -1.47
H10 1.75 1.00 1.83
H11 -2.10 0.03 -1.79

=====

(6)
Entry from the Open Molecules 2025 dataset: C20H14Br2F3N5O2S2 in the gas phase (wB97M-V/def2-TZVPD).

Its calculated total energy is -7438.776650 Eh. The calculation puts the HOMO-LUMO gap at 8.2 eV. For the LUMO energy, the calculation gives -0.514 eV. As for the net charge: 0. As for the structure (SMILES): O=S(=O)(CSc1nnc(Br)n1Cc1ccc(Br)c2ccccc12)Nc1ccc(C(F)(F)F)nc1.

Atoms and positions in Å:
Br1 5.19 -1.91 4.79
Br2 1.47 -3.78 -2.54
S1 -0.92 1.69 -1.71
S2 0.46 0.72 0.89
F1 -8.34 1.58 -1.36
F2 -8.21 -0.48 -2.13
F3 -8.06 -0.17 0.05
O1 0.38 1.32 -2.36
O2 -1.44 2.95 -2.25
N1 -2.10 0.44 -2.03
N2 -0.82 -1.46 -0.15
N3 1.32 -1.41 -0.74
N4 -5.57 1.62 -1.67
N5 -0.56 -2.54 -0.93
C1 -7.72 0.36 -1.19
C2 3.97 1.38 0.74
C3 -3.44 0.49 -1.74
C4 4.85 2.14 2.82
C5 4.39 -0.24 2.55
C6 3.91 0.04 1.21
C7 -5.45 -0.72 -1.13
C8 4.42 2.40 1.53
C9 3.92 -2.62 2.32
C10 2.71 -0.99 -0.85
C11 4.44 -1.54 3.09
C12 3.38 -1.06 0.50
C13 -4.06 -0.71 -1.40
C14 -0.84 1.76 0.11
C15 0.32 -0.81 -0.02
C16 -6.19 0.47 -1.32
C17 4.86 0.86 3.30
C18 3.41 -2.36 1.06
C19 -4.25 1.67 -1.84
C20 0.71 -2.53 -1.28
H1 -1.71 -0.47 -1.86
H2 -0.61 2.77 0.37
H3 4.40 3.41 1.17
H4 -3.80 2.65 -2.05
H5 -3.45 -1.62 -1.31
H6 2.98 -3.19 0.49
H7 2.75 -0.04 -1.33
H8 3.61 1.64 -0.27
H9 -5.96 -1.66 -0.88
H10 -1.86 1.53 0.47
H11 5.19 0.75 4.30
H12 3.88 -3.63 2.74
H13 5.23 2.96 3.44
H14 3.22 -1.62 -1.57

=====

(7)
Entry from the Open Molecules 2025 dataset: a molecular structure, C57H39N8PrS5 (wB97M-V/def2-TZVPD).

Its calculated total energy is -5141.770554 Eh. The calculation puts the HOMO-LUMO gap (alpha / beta) at 3.9 / 3.9 eV. For the LUMO energy (alpha / beta), the calculation gives 3.403 / 3.398 eV. As for the net charge: -2. Its expectation value of S² is 2.002. Its spin multiplicity is 3.

Atoms and positions in Å:
Pr1 0.11 0.12 0.37
S1 -0.39 1.94 2.86
S2 2.68 1.05 1.23
S3 4.12 -0.40 -1.42
S4 4.21 -0.02 -3.40
S5 3.85 1.47 -0.39
N1 -0.78 -1.40 -1.47
N2 -0.17 4.56 3.14
N3 1.24 -2.10 0.50
N4 -0.47 -1.12 2.52
N5 0.85 1.06 -2.12
N6 0.28 2.93 0.06
N7 -2.32 -0.08 0.53
N8 0.33 3.85 1.06
C1 2.71 4.24 -2.44
C2 -1.81 -0.98 -2.26
C3 -4.59 -0.83 4.51
C4 2.97 -5.57 -4.63
C5 4.11 -1.35 3.67
C6 -3.07 0.15 1.64
C7 5.10 -2.42 5.59
C8 1.98 4.27 -1.23
C9 -0.12 2.21 -4.47
C10 0.33 0.91 -4.45
C11 0.23 -1.24 4.71
C12 0.81 0.38 -3.26
C13 -0.10 -2.35 -2.18
C14 2.08 -2.31 1.55
C15 -0.71 -2.52 -3.48
C16 2.37 5.22 -0.28
C17 0.93 3.23 -1.02
C18 -5.54 0.77 6.03
C19 -5.61 -0.03 -4.43
C20 1.23 -5.16 -3.02
C21 3.94 -3.16 5.77
C22 -4.31 0.89 -0.09
C23 -4.70 2.18 -4.24
C24 0.60 2.38 -2.19
C25 1.08 -2.98 -1.78
C26 2.87 -3.46 -3.47
C27 -3.74 1.41 4.56
C28 -5.61 1.30 -4.82
C29 2.91 -3.54 -0.14
C30 3.75 5.12 -2.67
C31 -3.07 0.31 -0.54
C32 -3.79 0.39 -2.90
C33 4.11 6.07 -1.72
C34 -4.71 -0.48 -3.47
C35 -3.70 0.12 4.03
C36 1.84 -6.00 -3.95
C37 -4.65 1.73 5.55
C38 0.59 -1.42 3.32
C39 -0.05 3.49 2.25
C40 5.18 -1.51 4.54
C41 1.74 -3.89 -2.77
C42 1.71 -2.84 -0.54
C43 3.15 -3.20 1.15
C44 2.87 -3.00 4.90
C45 3.41 6.10 -0.52
C46 1.83 -1.91 2.87
C47 -2.72 -0.21 2.95
C48 -1.08 -0.88 4.73
C49 -1.76 -1.66 -3.54
C50 0.06 2.98 -3.33
C51 -5.51 -0.51 5.50
C52 2.94 -2.09 3.84
C53 -1.49 -0.76 3.34
C54 -3.80 1.73 -3.29
C55 -4.32 0.78 1.27
C56 3.48 -4.30 -4.39
C57 -2.81 -0.07 -1.87
H1 0.31 0.28 -5.34
H2 -5.10 1.08 1.95
H3 3.27 -2.46 -3.29
H4 -2.43 -1.50 -4.36
H5 -4.67 2.73 5.96
H6 3.44 -6.22 -5.36
H7 1.85 5.25 0.66
H8 -0.19 4.03 -3.29
H9 -6.32 1.65 -5.56
H10 -0.05 4.28 4.10
H11 6.08 -0.92 4.40
H12 -3.03 2.14 4.18
H13 0.35 -5.49 -2.48
H14 3.87 -3.87 6.58
H15 -4.71 -1.52 -3.16
H16 3.95 -3.53 1.79
H17 -6.25 1.02 6.81
H18 3.49 -4.20 -0.76
H19 -3.08 2.41 -2.85
H20 3.69 6.82 0.24
H21 4.30 5.06 -3.61
H22 -6.32 -0.72 -4.86
H23 5.95 -2.57 6.26
H24 -0.58 2.64 -5.35
H25 0.35 5.38 2.87
H26 -0.38 -3.20 -4.24
H27 4.94 6.75 -1.90
H28 4.35 -3.95 -4.93
H29 -5.09 1.30 -0.72
H30 0.89 -1.39 5.55
H31 -4.57 -1.84 4.09
H32 1.15 -0.64 -3.22
H33 -6.20 -1.26 5.87
H34 -1.69 -0.65 5.58
H35 4.15 -0.62 2.86
H36 1.96 -3.58 5.03
H37 1.43 -6.99 -4.13
H38 2.51 3.49 -3.18
H39 -4.70 3.22 -4.54

=====

(8)
Entry from the Open Molecules 2025 dataset: a gas-phase ion, C11H18N4 (charge +2) (wB97M-V/def2-TZVPD).

Its calculated total energy is -648.364371 Eh. The calculation puts the HOMO-LUMO gap at 10.9 eV. For the LUMO energy, the calculation gives -6.294 eV. As for the net charge: +2. As for the structure (SMILES): CC[C@@](C)(n1cc[n+](C)c1)[n+]1cc[nH]c1. The value obtained for the energy above the lowest of the compared OMol25 structures with the same formula, charge and spin is 0.0 kcal/mol.

Atoms and positions in Å:
N1 -2.98 -0.35 -0.70
N2 1.25 -0.38 0.76
N3 -1.00 0.08 -0.09
N4 2.59 -1.26 2.19
C1 -4.18 -0.53 -1.57
C2 1.91 -0.14 1.89
C3 2.30 -2.20 1.30
C4 -1.91 0.35 -1.05
C5 -2.83 -0.91 0.47
C6 1.53 -1.65 0.30
C7 0.47 1.88 0.96
C8 2.53 1.26 -1.33
C9 -1.59 -0.65 0.91
C10 1.01 0.83 -1.40
C11 0.43 0.65 0.11
H1 2.13 0.80 2.49
H2 0.24 1.69 2.03
H3 -4.39 -1.62 -1.66
H4 0.39 1.52 -1.89
H5 -5.14 -0.10 -1.18
H6 -1.20 -0.80 1.93
H7 1.48 2.42 0.78
H8 3.14 0.58 -0.72
H9 2.86 1.19 -2.35
H10 -3.82 -0.33 -2.53
H11 3.14 -1.23 3.00
H12 -0.35 2.66 0.65
H13 -3.68 -1.31 0.88
H14 -1.75 0.67 -2.05
H15 0.96 -2.20 -0.46
H16 2.72 2.37 -1.13
H17 2.77 -3.17 1.41
H18 0.97 -0.12 -1.98

=====

The highest net charge belongs to which entry? C11H18N4